Molecular formula: C31H37BrFeIN8O5P
Method: DFT, ωB97M-V/def2-TZVPD

```
85
Properties=species:S:1:pos:R:3:lowdin_charge:R:1
O 2.18420 0.68760 6.55755 0.00
C -4.59966 -1.96007 -3.10956 -0.15
C -0.60899 0.38435 4.29394 0.03
C 0.34124 4.16606 -0.35718 -0.03
H -4.09040 -3.76579 3.08332 0.12
H 0.43672 5.21820 -0.15753 0.13
H -2.17991 2.81178 2.05609 0.09
H -4.36857 4.32476 0.55031 0.12
N 0.09631 0.02330 -2.15472 0.05
H -4.34809 -2.87490 -3.64340 0.11
C 0.25580 3.08947 0.47373 -0.07
H -1.40327 0.47528 5.02513 0.12
H 2.76183 0.36047 4.18248 0.14
C -0.39253 -4.57246 -0.76094 -0.66
N 0.30453 3.66618 -1.63829 0.15
C -4.00902 -0.70580 -3.75564 -0.15
O 1.93725 -0.29405 0.23408 -0.21
O -0.05047 0.63293 6.97082 -0.02
H 0.27408 3.05732 1.55005 0.13
H -3.88101 1.12046 2.52353 0.10
C 0.17314 1.28164 -2.55390 -0.25
O -1.89593 -0.13666 0.02995 -0.37
C 0.20474 2.32588 -1.54746 -0.25
O 3.64476 0.17532 1.60531 0.16
H -4.64041 -0.31220 -4.54965 0.11
H -5.16758 2.19788 1.97954 0.12
H -3.48281 3.77818 2.75893 0.12
C 0.15761 -0.74971 -3.28612 -0.08
C -3.47888 2.59954 -0.40310 -0.18
C -1.46836 -5.27828 -2.78954 -0.07
C -0.08150 -5.89231 -0.45553 -0.74
H -0.21801 -7.92521 -1.09144 0.11
C -0.46521 -6.90073 -1.33172 -0.11
C 0.25484 0.05649 -4.37652 -0.04
H -2.99128 -2.31610 -1.69451 0.09
N -3.95808 1.46048 0.41808 -0.15
C -3.85810 0.29842 -2.59889 -0.18
H -6.01244 -1.08124 0.52947 0.11
H -3.03225 -0.92624 -4.19115 0.10
H -2.86178 0.75692 -2.61501 0.09
H -2.48347 2.37866 -0.80356 0.09
H 0.16638 -1.82362 -3.24682 0.11
H -1.34628 -3.24239 -2.13830 0.06
C 2.47608 0.01405 1.42568 -0.53
H -3.12592 -2.97675 1.00290 0.10
H -6.44704 -2.45815 2.89547 0.12
C -3.29436 -2.21670 1.77500 -0.21
C 0.69989 0.43021 4.76220 -0.05
H 0.36302 2.17452 -4.45494 0.17
H -4.59893 1.09563 -2.64867 0.11
H -1.85141 0.20223 2.53818 0.08
H -2.32908 -1.93107 2.18875 0.06
C 1.73734 0.31632 3.83465 0.09
H -5.78308 -0.30706 2.09960 0.11
N 0.14938 0.11305 2.06285 -0.02
C -4.26884 -2.72299 2.82875 -0.15
H -2.63400 4.49081 0.29440 0.10
N -4.06195 -0.49481 -1.37271 -0.18
C -3.41964 3.78656 0.56388 -0.15
H -5.68651 -1.88830 -3.05534 0.12
C -4.12366 1.91507 1.82097 -0.18
H 0.33589 -0.16141 -5.42591 0.13
C -1.08768 -4.26902 -1.92098 -0.17
H 0.37669 4.21934 -2.47608 0.17
C 0.98112 0.61411 6.28265 -0.69
I 0.19300 -3.04173 0.55621 1.22
H -1.44481 -7.39211 -3.16503 0.12
Br 0.84308 -6.37643 1.11062 0.77
C -5.45939 -1.13682 1.46893 -0.17
C -5.62976 -2.48236 2.17784 -0.15
H -5.84726 -3.26906 1.45279 0.11
H -4.17018 -2.13028 3.74013 0.12
C 1.42684 0.15181 2.50754 -0.18
C -1.15338 -6.59633 -2.49370 -0.06
N 0.17061 1.95556 -0.28468 0.06
C -3.21765 3.13112 1.92502 -0.15
P -3.41101 -0.05427 0.08103 0.59
H -4.15361 2.79025 -1.23658 0.11
C -0.84965 0.22771 2.94837 -0.11
H -2.01002 -5.03423 -3.69348 0.11
N 0.25929 1.34517 -3.89395 0.15
H -4.60454 -2.50436 -0.98652 0.11
N -3.99839 -1.04519 1.22493 -0.19
Fe 0.09603 -0.21178 0.01137 0.83
C -4.02047 -1.92903 -1.70491 -0.19
```

## Properties
Multiplicity   6
Energy relative to the best compared isomer or geometry (same formula, charge and spin)   0.3815 eV
HOMO (alpha / beta)   -0.34916 / -0.34908 Ha
Kohn-Sham gap (alpha / beta)   6.15 / 4.61 eV
Total charge   +1
Max |F|   1.06 eV/A



Molecular formula: C31H37ClCrN5OSSb2
Method: DFT, ωB97M-V/def2-TZVPD

```
79
Properties=species:S:1:pos:R:3:lowdin_charge:R:1
H -0.59676 1.46882 3.62985 0.01
C -0.40359 3.22080 0.88249 -0.22
C 4.27788 -3.29501 4.91579 -0.06
C -3.98342 -0.83108 2.71848 -0.01
H 2.70482 -4.26740 -2.31482 0.00
C -4.31737 1.43803 2.12363 -0.64
C -3.13303 -0.25081 -2.40403 -0.32
H 4.56952 -4.09652 5.58378 0.11
H -2.68268 -4.78382 -1.11273 0.11
H 2.43724 -4.85249 2.10282 0.00
C 4.42233 -3.44615 3.54464 -0.05
H 4.02000 -3.10078 -2.05765 0.00
N -2.40469 -2.84488 -1.92730 -0.01
C -1.91266 -1.81848 -1.17573 -0.50
H -0.54938 -1.54708 3.67473 0.02
H 1.86103 -1.62616 -4.19052 0.12
H -2.77952 2.27340 0.90094 0.10
C 0.56081 2.39252 -1.05557 -0.51
H -0.97684 3.24148 1.80245 0.10
C 0.23981 4.32221 0.42014 -0.36
S 1.08997 4.01515 -1.03545 1.12
H 0.95225 2.29465 3.34828 0.02
C -0.25436 2.07808 0.01901 -0.33
C -3.71064 -1.29994 -3.17412 0.04
Sb 0.92361 -0.05856 1.99280 1.44
N -2.37337 0.28574 1.35084 -0.04
N -3.42334 1.02515 -2.62550 0.23
H 4.86450 -3.56506 0.99546 0.07
C -2.80692 -0.81201 1.99665 -0.12
H -5.68791 0.33021 3.35344 0.13
H 4.83956 -4.36775 3.15081 0.12
H 3.59019 -0.03378 1.33690 0.05
H -1.01545 -4.19977 -1.13598 0.09
H 2.35968 -5.71005 0.54095 0.01
C 3.43681 -1.09165 4.54871 -0.06
Cr -0.80925 0.17167 -0.03212 0.53
H 3.06890 -0.14733 4.94491 0.11
C -4.76257 0.31128 2.78975 -0.04
C -3.12900 1.39237 1.42229 -0.14
C 1.62092 -0.75554 -3.59303 -0.03
C 3.78933 -2.10209 5.42481 -0.07
C 1.77701 1.57532 -3.11836 0.01
H -0.02444 -2.58257 2.31459 -0.01
H 3.69319 -1.95891 6.49468 0.11
O -1.09202 -1.98881 -0.23592 -0.09
H 2.72634 0.64078 -4.80261 0.13
H 3.23068 0.84846 2.83097 0.07
H 0.48388 -1.86294 -2.16449 0.08
N 0.51607 0.14352 -1.67187 0.02
C 3.55459 -1.23900 3.16328 -0.31
C 2.10198 0.50525 -3.92713 -0.02
H 0.26910 5.30987 0.86343 0.09
N -2.27089 -0.54604 -1.43314 0.12
H -1.78716 -4.72249 -2.64588 0.11
H 1.10890 -2.19825 3.63749 0.02
C 0.83761 -0.88656 -2.46683 -0.13
C -3.31400 -2.55839 -2.90882 0.01
Cl -5.21055 2.90108 2.14892 0.76
H -4.42804 -1.09553 -3.95671 0.13
H -2.97366 1.74686 -2.08898 0.12
C 4.26913 -2.67033 1.17768 -0.32
C 4.07500 -2.43368 2.64583 -0.29
H 0.88631 -5.00564 1.25344 -0.01
C 3.41132 -3.87216 -1.58199 -0.33
H 4.74272 -1.82958 0.66431 0.06
H 2.13247 2.57552 -3.33862 0.12
C -1.94536 -4.23027 -1.68894 0.04
C 0.98135 1.36397 -2.00026 -0.27
C 3.09864 -0.09750 2.30395 -0.26
H -4.06066 1.29382 -3.35419 0.14
Sb 2.40802 -3.02281 0.12115 1.33
H -4.28364 -1.73764 3.22825 0.13
H 0.86299 0.92364 4.48036 0.02
C 0.48217 1.33347 3.54641 -0.27
H 4.05750 -4.67958 -1.23474 0.01
C 0.28841 -1.81566 3.02736 -0.27
C 1.96083 -4.87551 1.11943 -0.30
H -3.69462 -3.40769 -3.46015 0.15
H -2.17624 -1.68730 1.94135 0.10
```

## Properties
Multiplicity   2
Energy relative to the best compared isomer or geometry (same formula, charge and spin)   0.0000 eV
HOMO (alpha / beta)   -0.45807 / -0.45805 Ha
Kohn-Sham gap (alpha / beta)   5.86 / 6.49 eV
Total charge   +2
Max |F|   0.65 eV/A



Molecular formula: C31H37CoN7O2SSbSe
Method: DFT, ωB97M-V/def2-TZVPD

```
81
Properties=species:S:1:pos:R:3:lowdin_charge:R:1
H 4.38309 4.54899 2.49522 0.11
N -3.73640 0.43944 0.98269 -0.04
C 3.94162 1.43216 -3.64459 -0.16
H -4.75204 -0.06439 6.04293 0.12
H -4.49494 -1.13032 -0.16067 0.10
O 1.01761 1.31576 4.84233 0.07
C 1.05788 -4.62129 -1.70896 -0.07
H 3.59925 1.04553 -1.52021 0.05
H -1.71132 2.14130 2.65794 0.16
H 0.93221 1.14180 -5.05494 0.05
H -5.34548 0.42122 -0.35350 0.11
C -2.21166 -2.80229 -2.08975 -0.03
H -2.90042 1.35501 5.20400 0.13
H 4.99455 1.14775 -3.65137 0.08
H 1.86668 -1.16748 -4.63833 0.07
C -2.52269 -3.56793 -0.97958 -0.03
C 2.61687 3.01118 4.94868 0.01
H -5.89829 -1.15579 2.05177 0.12
H -0.62695 0.66016 -4.41476 0.06
H 0.75395 3.52937 -4.62098 0.07
C -5.24227 -0.62516 2.72803 0.01
H 3.89824 -5.48891 -0.12652 0.15
H -1.22861 -1.00174 -2.75054 0.09
C -5.41218 -0.68737 4.09679 -0.05
C -4.57442 0.01412 4.97943 -0.05
H 0.26113 -4.99215 -2.34604 0.13
H -6.21591 -1.28563 4.50296 0.12
C 1.93339 -2.83126 -0.58286 -0.68
S 2.01746 -1.21942 -0.07483 0.88
C -3.53967 0.80662 4.52562 0.02
H -3.09716 -4.47936 -1.08225 0.13
C -1.47520 -1.64112 -1.91504 -0.12
H 0.51774 -1.19649 -5.76438 0.08
C 0.80196 3.15864 -2.47353 -0.41
C 1.86193 2.12385 4.18043 -0.25
C 3.50791 3.86884 4.34535 -0.04
N -1.04811 -1.24019 -0.72450 0.00
C 0.79392 -0.98725 -4.73065 -0.17
N -2.46405 1.54570 2.34674 0.15
H 3.66084 -3.22767 0.42302 0.15
H 0.29047 -1.72160 -4.09971 0.04
C -3.37215 0.86896 3.14723 -0.16
H 1.27072 3.54667 -1.56774 0.06
C 2.08615 -5.48721 -1.31109 0.00
N 2.95230 -3.64703 -0.16805 0.09
C 1.23033 1.26546 1.90781 -0.38
C 0.44343 0.45337 -4.36405 -0.39
C -2.10132 -3.14499 0.27394 0.00
C 3.67615 3.87434 2.95632 -0.07
C -0.87662 -1.43157 1.64273 -0.03
H -2.53198 -3.08764 -3.08199 0.12
Se -1.60466 1.89598 -0.36018 0.92
C 2.93076 3.01578 2.19022 -0.01
H -3.73827 0.19725 -1.07745 0.06
H 3.03575 3.00694 1.11441 0.11
H 3.52680 1.15855 -4.61618 0.07
C -2.68408 1.26454 1.05803 -0.60
H 2.48315 2.99674 6.02150 0.13
H -0.27608 3.27747 -2.34517 0.00
C -4.37185 -0.05035 -0.23081 0.00
H 2.32508 3.83920 -3.88833 0.05
C 2.00910 2.12804 2.77710 -0.08
H -2.34015 -3.70737 1.16676 0.13
Sb 1.11776 1.04281 -2.42575 1.50
N 0.38464 0.37484 2.46817 0.09
H 1.00051 4.96162 -3.63681 0.08
C -4.19457 0.16762 2.27233 -0.15
H 3.35157 -0.34970 -2.54942 0.03
C 1.25187 3.90439 -3.72623 -0.16
C -1.37063 -1.97368 0.37352 -0.25
O 1.36829 1.36989 0.61989 -0.24
C 3.04662 -4.94668 -0.51287 -0.01
H 3.90132 2.51478 -3.55035 0.06
N 0.97456 -3.35129 -1.36565 0.10
H 0.61472 0.69245 4.20678 0.06
H 4.08658 4.54730 4.95830 0.12
H -0.99954 -1.92891 2.59850 0.15
Co 0.07792 0.28968 -0.21400 -0.10
C 3.22591 0.73176 -2.49585 -0.42
H 2.11816 -6.52049 -1.61734 0.12
N -0.23917 -0.33215 1.50635 -0.16
```

## Properties
Energy relative to the best compared isomer or geometry (same formula, charge and spin)   0.7215 eV
HOMO   -0.46687 Ha
Kohn-Sham gap   6.58 eV
Total charge   +2
Max |F|   2.80 eV/A



It is found that the electronic energy values, taken in the order of the records, are -176723.135, -107086.653, -167607.575 eV.